A 2-piece molecular cluster, C2H4N4 overall at a distorted geometry, computed with ωB97M-V/def2-TZVPD.

Geometry (Å):
C  -1.4663  1.7656  0.7438
C  0.5792  1.6541  0.1998
N  -0.3272  2.4860  0.6942
N  -1.2607  0.5448  0.3087
N  0.0010  0.4890  -0.0169
N  0.4267  -1.9749  -1.1898
H  -2.4043  2.1392  1.0954
H  1.6076  1.8791  0.0182
H  -0.3945  -2.2812  -0.6765
H  1.2486  -2.0775  -0.6006

Atomic forces in eV per Å
0.991 0.132 -0.262
0.371 1.344 -0.177
0.427 0.837 0.481
0.962 -1.722 -1.065
-2.744 -0.980 0.868
0.045 0.727 -0.683
-0.241 -0.012 0.079
0.249 -0.021 -0.099
-0.011 -0.116 0.441
-0.048 -0.190 0.416

energy = -297.44919 a.u.
energy relative to the best compared isomer or geometry (same formula, charge and spin) = 5.309 eV
multiplicity = 1
orbital gap (alpha / beta) = 9.718 / 6.982 eV